(1)
C5H9NO2S | the ωB97M-V functional and the def2-TZVPD basis

Cartesian coordinates (Å):
N  1.656  -1.281  -1.537
C  0.495  -0.968  -0.780
C  0.455  0.388  0.002
C  -0.529  0.831  1.095
C  -1.933  0.322  0.828
S  -1.993  0.546  -0.996
O  -2.270  1.902  -1.485
O  -2.765  -0.557  -1.458
C  -0.295  0.229  -1.329
H  2.122  -0.438  -1.773
H  2.293  -1.812  -0.857
H  0.050  -1.902  -0.445
H  1.223  1.080  0.044
H  -0.389  1.864  0.917
H  -0.213  0.651  2.159
H  -2.204  -0.719  0.846
H  -2.688  0.961  1.207
H  0.174  0.818  -2.123

The largest force on an atom comes out at 3.22 eV Å⁻¹. The value obtained for the energy above the lowest of the compared OMol25 structures with the same formula, charge and spin is 273.9 kJ/mol. The calculation puts the HOMO energy at -9.4 eV. As for the SMILES: N[C@H]1[C@@H]2CCS(=O)(=O)[C@H]12. Its gap between HOMO and LUMO is 10.1 eV. Its multiplicity is 1. Its LUMO energy is 0.690 eV.

(2)
C5H9NO2S2 | the ωB97M-V functional and the def2-TZVPD basis

Cartesian coordinates (Å):
C  -1.093  -0.882  -0.887
C  -1.933  -0.282  -1.919
C  0.863  -0.695  0.416
C  0.185  -0.738  1.769
C  2.325  -0.260  0.453
N  0.246  -0.702  -0.740
O  0.283  2.145  0.729
O  -0.837  3.544  -0.937
S  -2.234  0.412  -0.312
S  -0.245  2.260  -0.618
H  -1.515  -1.850  -0.610
H  -1.692  0.452  -2.739
H  -2.585  -1.079  -2.218
H  0.985  -1.004  2.527
H  -0.564  -1.492  1.746
H  -0.219  0.284  1.947
H  2.922  -0.709  1.181
H  2.210  0.820  0.682
H  2.897  -0.225  -0.469

The largest force on an atom comes out at 3.78 eV Å⁻¹. The value obtained for the energy above the lowest of the compared OMol25 structures with the same formula, charge and spin is 158.1 kJ/mol. The calculation puts the HOMO energy at -8.9 eV. Its gap between HOMO and LUMO is 8.8 eV. Its multiplicity is 1. Its LUMO energy is -0.172 eV.

(3)
C5H9NO2S2 | the ωB97M-V functional and the def2-TZVPD basis

Cartesian coordinates (Å):
C  -1.246  1.108  -2.116
C  -0.723  -0.225  -1.605
C  -1.518  -0.917  -0.494
C  -0.895  -0.827  0.824
C  0.327  -0.290  0.810
S  1.409  0.199  2.168
N  2.929  0.179  1.741
O  1.139  1.603  2.375
O  1.042  -0.757  3.199
S  1.064  0.001  -0.987
H  -0.531  1.348  -2.864
H  -1.521  1.848  -1.258
H  -2.139  1.123  -2.712
H  -0.497  -0.984  -2.467
H  -1.830  -1.961  -0.634
H  -2.518  -0.360  -0.609
H  -1.370  -1.381  1.573
H  3.352  -0.671  1.401
H  3.528  0.965  1.655

The largest force on an atom comes out at 3.79 eV Å⁻¹. The value obtained for the energy above the lowest of the compared OMol25 structures with the same formula, charge and spin is 202.2 kJ/mol. The calculation puts the HOMO energy at -8.7 eV. As for the SMILES: C[C@@H]1CC=C(S(N)(=O)=O)S1. Its gap between HOMO and LUMO is 9.1 eV. Its multiplicity is 1. Its LUMO energy is 0.454 eV.

(4)
C5H9NO3 | the ωB97M-V functional and the def2-TZVPD basis

Cartesian coordinates (Å):
C  -1.740  -0.959  -1.131
C  -0.933  -1.282  -0.120
C  -0.608  -0.203  1.322
O  -1.480  0.466  1.825
N  0.806  0.675  0.569
C  0.330  1.975  0.079
C  1.094  -0.343  -0.478
O  1.125  -0.073  -1.660
O  1.953  -1.250  0.126
H  -1.618  -0.027  -1.671
H  -2.456  -1.648  -1.564
H  -1.061  -2.283  0.288
H  -0.010  -0.950  1.864
H  1.571  0.767  1.234
H  1.155  2.548  -0.335
H  -0.425  1.797  -0.680
H  -0.106  2.514  0.919
H  2.404  -1.725  -0.585

The largest force on an atom comes out at 3.31 eV Å⁻¹. The value obtained for the energy above the lowest of the compared OMol25 structures with the same formula, charge and spin is 458.8 kJ/mol. The calculation puts the HOMO energy at -8.8 eV. As for the SMILES: C=C[C@H]([O-])[N@H+](C)C(=O)O. Its gap between HOMO and LUMO is 8.8 eV. Its multiplicity is 1. Its LUMO energy is -0.037 eV.

(5)
C5H9NO3S | the ωB97M-V functional and the def2-TZVPD basis

Cartesian coordinates (Å):
C  1.066  0.628  -1.282
C  -0.299  1.698  0.625
C  -0.334  0.892  -0.740
C  1.268  -0.699  -1.959
C  -0.251  -1.451  1.756
N  -1.312  1.175  1.507
O  1.933  1.458  -1.180
O  -1.067  -0.290  -0.484
O  -2.775  -0.891  1.351
S  -1.508  -0.290  1.112
H  0.707  1.598  1.059
H  -0.491  2.758  0.454
H  -0.878  1.471  -1.498
H  1.838  -0.550  -2.874
H  0.320  -1.183  -2.167
H  1.862  -1.339  -1.308
H  -0.574  -2.453  1.499
H  0.703  -1.212  1.299
H  -0.209  -1.320  2.830

The largest force on an atom comes out at 1.45 eV Å⁻¹. The value obtained for the energy above the lowest of the compared OMol25 structures with the same formula, charge and spin is 252.9 kJ/mol. The calculation puts the HOMO energy at -9.7 eV. Its gap between HOMO and LUMO is 10.2 eV. Its multiplicity is 1. Its LUMO energy is 0.575 eV.

(6)
C5H9NO4 | the ωB97M-V functional and the def2-TZVPD basis

Cartesian coordinates (Å):
C  -1.474  -2.035  0.336
O  -1.553  -0.711  -0.243
C  -0.490  0.140  -0.049
C  0.761  -0.197  0.342
C  1.933  0.772  0.401
O  3.124  0.013  0.590
N  3.548  -0.353  -0.668
O  4.612  -0.836  -0.684
O  -0.908  1.438  -0.187
C  -2.250  1.739  -0.531
H  -0.536  -2.371  -0.022
H  -2.195  -2.709  -0.133
H  -1.489  -2.047  1.444
H  0.954  -1.149  0.742
H  1.991  1.342  -0.648
H  1.797  1.426  1.214
H  -3.024  1.662  0.287
H  -2.562  1.159  -1.366
H  -2.239  2.715  -0.828

The largest force on an atom comes out at 3.48 eV Å⁻¹. The value obtained for the energy above the lowest of the compared OMol25 structures with the same formula, charge and spin is 607.3 kJ/mol. The calculation puts the HOMO energy at -8.4 eV. As for the SMILES: COC(=CCON=O)OC. Its gap between HOMO and LUMO is 9.1 eV. Its multiplicity is 1. Its LUMO energy is 0.610 eV.

(7)
C5H9NO4 | the ωB97M-V functional and the def2-TZVPD basis

Cartesian coordinates (Å):
C  -0.437  -6.754  -0.796
C  -0.271  -5.290  -1.049
C  -0.128  -4.391  -0.071
C  -0.044  -2.882  -0.251
O  -0.044  -2.310  1.041
N  -0.122  -0.734  0.809
O  -1.266  -0.333  0.774
O  0.951  -0.174  0.806
C  -0.322  -4.828  -2.488
O  -1.606  -5.190  -2.955
H  -0.553  -7.259  -1.754
H  0.434  -7.159  -0.275
H  -1.304  -6.965  -0.166
H  -0.110  -4.755  0.968
H  0.868  -2.581  -0.802
H  -0.917  -2.485  -0.799
H  -0.210  -3.736  -2.556
H  0.498  -5.349  -3.014
H  -1.692  -4.969  -3.899

The largest force on an atom comes out at 2.55 eV Å⁻¹. The value obtained for the energy above the lowest of the compared OMol25 structures with the same formula, charge and spin is 655.3 kJ/mol. The calculation puts the HOMO energy at -9.4 eV. As for the SMILES: C/C(=C/CO[N+](=O)[O-])CO. Its gap between HOMO and LUMO is 9.2 eV. Its multiplicity is 1. Its LUMO energy is -0.222 eV.